Entry 1:
ORCA calculation (the ωB97M-V functional and the def2-TZVPD basis) on 2 unconnected molecules or ions with the total composition C51H57N4O.

Properties
Molar mass (g mol⁻¹): 742.044
Highest occupied orbital energy (eV): -7.57
Relative energy (zero: lowest compared OMol25 entry of this formula, charge and spin) (kcal/mol): 25.6
LUMO level (eV): -4.615
Net charge: +1

```
113
Properties=species:S:1:pos:R:3:forces:R:3:mulliken_charge:R:1
C -4.08748 -1.68875 -6.73483 0.4 0.2 0.0 -0.5982
C -3.54150 -3.02819 -7.25371 -0.2 -0.3 0.2 -0.6057
C -2.64496 -3.59355 -6.13124 0.6 0.1 -0.1 -0.6203
N -2.99512 -2.82859 -4.93320 0.0 -0.1 0.4 0.1459
C -2.46456 -3.01137 -3.68131 0.0 0.0 0.2 1.1159
C -1.22080 -3.66553 -3.44282 -0.2 0.2 -0.1 -0.7505
C -0.65072 -3.67955 -2.17713 0.0 0.6 0.4 -0.3561
C -1.30979 -3.10665 -1.04356 -0.8 -0.1 -1.0 0.2767
C -0.78648 -3.07797 0.30656 -0.1 -1.7 1.1 -0.4087
C -1.37664 -3.82688 1.36691 -0.2 0.4 -0.6 0.5391
C -2.44963 -4.76278 1.10383 -0.5 -0.1 0.3 -0.4393
C -3.14001 -5.43229 2.09724 0.1 0.0 -0.4 -0.8671
C -2.89687 -5.14897 3.46839 -0.3 0.1 0.5 0.8685
N -3.74603 -5.52815 4.48804 1.1 0.4 -1.0 0.1844
C -3.99046 -4.64146 5.62767 0.6 0.4 0.5 -0.5534
C -5.05115 -5.33565 6.48905 -0.2 0.1 -0.2 -0.5442
C -5.18534 -6.77164 5.94580 0.2 -0.1 0.1 -0.5462
C -4.43402 -6.81204 4.59372 -0.6 -0.6 -0.3 -0.5141
C -1.73853 -4.35772 3.74380 0.5 0.9 -0.1 -0.6802
C -0.99285 -3.73350 2.75157 -0.5 0.0 0.6 -0.7098
C -2.61860 -2.59614 -1.27445 0.3 -0.3 0.3 -0.5950
C -3.16070 -2.52747 -2.53971 0.2 0.1 -0.3 -0.7161
C -3.90343 -1.71337 -5.21140 -0.5 0.2 0.2 -0.6048
H -3.50717 -0.85801 -7.15099 -0.2 -0.1 0.0 0.3040
H -5.13811 -1.54667 -6.99926 0.2 0.0 0.0 0.3042
H -4.37437 -3.72005 -7.43687 0.3 0.1 0.0 0.2979
H -2.97656 -2.91794 -8.18515 -0.2 0.0 0.2 0.3171
H -2.81007 -4.67835 -6.00273 0.1 0.4 0.2 0.2927
H -1.57603 -3.44910 -6.36585 -0.3 -0.1 0.0 0.3282
H -0.69353 -4.08211 -4.30288 0.0 0.0 0.4 0.3374
H 0.31484 -4.16839 -2.02584 -0.2 0.2 -0.2 0.4776
H 0.15519 -2.55047 0.50787 -0.3 -0.3 0.0 0.2573
H -2.77771 -4.90152 0.07536 0.2 -0.1 0.2 0.3678
H -3.97783 -6.08033 1.85228 0.2 0.1 -0.2 0.3371
H -3.06145 -4.47652 6.20061 -0.3 -0.1 -0.1 0.2634
H -4.34431 -3.65235 5.28534 0.3 -0.4 0.0 0.2862
H -4.75921 -5.32225 7.54278 -0.1 0.0 -0.2 0.3021
H -6.00189 -4.80109 6.38886 0.2 -0.1 0.1 0.2847
H -4.72016 -7.47413 6.65233 -0.2 0.1 -0.3 0.2840
H -6.23692 -7.05499 5.82656 0.3 0.0 0.0 0.3039
H -5.13238 -6.97098 3.75003 0.3 0.1 0.3 0.2844
H -3.72842 -7.66672 4.59292 -0.1 0.6 -0.2 0.2708
H -1.47523 -4.21858 4.79541 0.1 0.0 -0.5 0.3291
H -0.15286 -3.08895 3.03527 -0.3 -0.3 -0.1 0.4467
H -3.19049 -2.21237 -0.42558 0.2 -0.1 -0.3 0.5492
H -4.14206 -2.08698 -2.68012 0.2 0.0 0.1 0.2696
H -3.47075 -0.76249 -4.85123 -0.1 -0.4 0.0 0.3121
H -4.88078 -1.84001 -4.70711 0.4 0.0 -0.2 0.2906
C 0.27986 8.29988 2.19573 -0.3 0.3 0.1 -1.6460
C 1.11223 7.15415 1.69845 0.2 -0.3 -0.1 0.7700
C 1.07403 6.77148 0.35213 0.2 0.0 0.1 -1.0283
C 1.84471 5.71118 -0.12784 -0.1 -0.1 0.6 0.7185
C 1.92758 5.42372 -1.59738 -0.2 0.1 -0.4 -1.6391
C 2.57880 4.97721 0.81922 -0.1 0.7 0.2 0.5110
N 3.27252 3.80894 0.39501 0.9 -1.2 -0.1 1.5378
C 2.77592 2.66444 -0.16193 1.6 0.9 -1.1 -0.3960
C 1.46457 2.40670 -0.77715 -4.9 0.0 1.2 0.7468
C 0.26074 2.45784 0.05140 3.7 0.2 -1.5 0.3813
C -1.02490 2.62591 -0.66168 -0.4 -0.2 -0.1 -2.6078
C 0.40730 2.76732 1.43690 -0.3 0.5 1.0 1.3499
C 1.42424 2.27753 2.30004 -0.4 -0.1 0.0 0.5335
C 1.45533 2.66683 3.63800 -0.2 0.0 0.4 -0.5569
C 0.51691 3.56809 4.15983 0.4 -0.1 0.0 -0.5913
C -0.41515 4.13094 3.29123 -0.5 -0.2 -0.3 -0.7073
C -0.50880 3.70066 1.97202 0.2 0.2 0.5 -1.4367
O 1.39550 2.20549 -2.01413 1.1 0.1 -0.1 -0.8420
N 3.83627 1.91222 -0.53279 0.4 1.0 1.4 0.8326
C 3.80941 0.78112 -1.38735 -0.1 -0.7 -0.2 0.0517
C 3.01880 -0.32759 -1.04270 0.6 -0.1 -0.4 1.4926
C 2.24278 -0.41786 0.23266 -0.4 -0.1 0.2 -1.1290
C 3.00252 -1.40140 -1.93116 0.2 0.6 0.0 -1.3284
C 3.74723 -1.37287 -3.10782 0.1 0.1 -0.1 0.6571
C 3.65454 -2.53663 -4.05252 0.0 -0.4 -0.3 -1.5176
C 4.54968 -0.26434 -3.39512 -0.2 -0.1 0.1 -1.2685
C 4.58093 0.85035 -2.55473 -0.5 -0.6 0.3 0.8063
C 5.37710 2.05926 -2.94263 0.3 0.1 -0.4 -1.3583
C 5.00444 2.50888 -0.04403 -0.1 -0.6 -0.7 -1.7288
C 4.66559 3.68026 0.50133 -0.7 0.4 -0.1 -0.5705
C 2.76338 5.41713 2.13948 -0.9 -0.2 -0.2 1.0804
C 3.69165 4.74386 3.10453 0.1 -0.1 0.5 -2.1161
C 1.96701 6.48016 2.57408 0.2 0.1 -0.2 -1.1390
H 0.43704 8.44576 3.27342 -0.1 0.0 -0.3 0.3532
H 0.53567 9.24114 1.68146 -0.1 -0.3 0.2 0.3802
H -0.79323 8.11671 2.02711 0.3 0.0 0.0 0.3388
H 0.44936 7.32980 -0.35172 0.2 -0.1 0.2 0.4798
H 2.92768 5.07818 -1.89184 -0.3 0.0 0.1 0.2061
H 1.19502 4.67837 -1.93581 0.3 0.1 0.1 0.2292
H 1.72900 6.35345 -2.14365 0.0 -0.2 0.1 0.6145
H -1.85596 2.37226 0.00364 -0.1 -0.2 -0.2 0.4966
H -1.20461 3.66582 -0.98273 0.1 -0.1 -0.1 0.2956
H -1.02179 1.99200 -1.55637 -0.2 0.2 0.2 0.4300
H 2.16529 1.55751 1.92830 -0.4 0.4 0.3 0.0576
H 2.24783 2.28790 4.30107 -0.5 0.0 -0.3 0.3669
H 0.53302 3.84118 5.22221 0.1 -0.1 -0.5 0.4079
H -1.10587 4.90514 3.63213 0.2 -0.3 0.1 0.4206
H -1.24698 4.13742 1.29336 0.2 -0.1 0.4 0.3093
H 1.82594 -1.42382 0.32926 0.3 0.0 0.0 0.5050
H 2.85186 -0.21757 1.12273 -0.1 0.0 -0.2 0.3110
H 1.38144 0.26324 0.23931 0.2 0.0 0.0 0.0563
H 2.40091 -2.27433 -1.68778 0.1 0.1 -0.1 0.3489
H 4.40811 -2.46318 -4.85102 -0.3 -0.1 0.3 0.3710
H 3.80102 -3.48917 -3.51540 0.0 0.3 -0.2 0.3563
H 2.65641 -2.58171 -4.52468 0.4 0.1 0.2 0.2473
H 5.15819 -0.24277 -4.30183 -0.3 -0.1 0.2 0.3377
H 5.77106 1.88319 -3.94612 0.0 0.1 0.1 0.4275
H 4.77379 2.97713 -2.98621 0.0 -0.3 0.2 0.1912
H 6.23796 2.23681 -2.28813 -0.2 0.0 -0.2 0.3688
H 5.96699 2.05864 -0.21899 -0.1 0.0 0.2 0.8789
H 5.27666 4.47602 0.89644 -0.1 -0.2 0.0 0.8064
H 3.53054 5.18454 4.09594 0.1 -0.1 -0.2 0.4091
H 3.49714 3.66865 3.20301 0.2 0.4 -0.2 0.3618
H 4.74684 4.88355 2.84062 -0.2 0.1 0.2 0.4267
H 2.01485 6.77688 3.62991 0.0 0.0 -0.5 0.2285
```
Forces are in eV/Å.

=====

Entry 2:
ORCA calculation (the ωB97M-V functional and the def2-TZVPD basis) on 9 unconnected molecules or ions with the total composition H18O9.

Properties
Molar mass (g mol⁻¹): 162.135
Highest occupied orbital energy (eV): -10.89
Relative energy (zero: lowest compared OMol25 entry of this formula, charge and spin) (kcal/mol): 49.4
LUMO level (eV): 0.042
Structure (SMILES): O.O.O.O.O.O.O.O.O

```
27
Properties=species:S:1:pos:R:3:forces:R:3:mulliken_charge:R:1
O -2.84565 -1.26777 0.74444 0.8 0.1 0.3 -0.7530
H -1.92159 -0.91309 0.91516 -0.8 -0.1 -0.5 0.4959
H -3.07839 -1.63092 1.60387 -0.4 0.0 0.1 0.3349
O -0.33602 -0.59546 1.01010 -0.4 1.2 0.7 -0.6066
H -0.15220 0.37202 1.05308 -0.1 -0.9 -0.3 0.3895
H 0.46741 -1.07118 0.84493 0.7 -0.3 -0.4 0.2624
O -0.62111 -1.33480 -2.02352 -0.5 1.1 -0.7 -0.6160
H -1.52354 -1.66475 -2.09068 0.1 0.0 0.2 0.3004
H -0.07573 -2.04951 -1.75188 0.5 -1.1 0.6 0.2923
O 2.31091 3.11926 0.41655 0.3 1.1 0.5 -0.6135
H 2.94155 3.09217 -0.30291 0.0 -0.2 -0.1 0.2902
H 1.90783 2.26448 0.48636 -0.2 -0.8 -0.2 0.3480
O -0.16455 3.45893 -1.29919 -0.2 1.5 -0.4 -0.6327
H 0.07912 2.79042 -0.68700 0.8 -1.1 0.6 0.2619
H -0.86583 3.05942 -1.79441 -0.6 -0.3 -0.5 0.2960
O 1.22452 0.94328 -1.12313 1.5 1.9 0.3 -0.4387
H 0.83888 0.14129 -1.36500 -1.6 -2.3 -0.5 0.2228
H 1.73180 1.19509 -1.90589 -0.1 0.2 0.2 0.2500
O 1.68838 -2.14655 -0.16838 0.5 0.6 -0.6 -0.6109
H 2.32970 -2.04389 -0.88051 0.2 0.6 0.1 0.2858
H 1.55306 -3.07721 -0.21733 -0.6 -1.4 0.5 0.3045
O -1.25483 -3.58481 1.14932 -0.1 -0.3 -0.6 -0.6852
H -1.70932 -2.78974 0.81121 0.1 -0.2 0.2 0.3640
H -0.76438 -3.32717 1.92540 0.1 0.3 0.3 0.2993
O -0.50311 2.04422 1.30615 0.0 -0.2 0.7 -0.5923
H -0.67190 2.95044 1.07973 -0.1 0.8 -0.6 0.2991
H -0.58502 2.06584 2.26352 0.0 -0.2 0.2 0.2520
```
Forces are in eV/Å.

=====

Entry 3:
ORCA calculation (the ωB97M-V functional and the def2-TZVPD basis) on 2 unconnected molecules or ions with the total composition C20H24BF2N2O6.

Properties
Molar mass (g mol⁻¹): 437.228
Highest occupied orbital energy (eV): -2.40
LUMO level (eV): -0.625
Net charge: -1

```
55
Properties=species:S:1:pos:R:3:forces:R:3:mulliken_charge:R:1
C 4.86351 -1.97533 1.17996 1.8 -0.5 0.0 -0.5677
O 3.57878 -1.61652 0.49778 -1.1 -1.5 3.8 -0.3938
B 2.49575 -2.11309 1.36849 1.2 -0.6 -0.2 0.6435
O 2.79181 -3.33526 2.19476 -0.4 2.8 0.1 -0.5618
C 0.99590 -1.43305 1.54046 -4.5 0.4 0.9 -0.1034
C -0.15440 -2.35189 2.27292 1.2 3.2 -1.6 -0.5138
N -1.59708 -1.87978 2.55271 2.1 1.5 -1.5 0.2771
C -2.48868 -2.90541 3.23818 0.9 -1.7 0.6 -0.8518
C -2.83059 -4.19859 2.24422 -0.7 0.1 0.0 -0.4097
C -3.91387 -3.79937 1.04651 1.1 -0.6 0.3 0.0158
F -5.18598 -4.55284 1.28502 2.6 1.7 -0.6 -0.3404
C -2.07384 -0.47704 2.12031 3.2 1.3 -1.7 0.4326
C -3.61628 -0.01698 2.42856 0.2 -0.5 0.0 -0.7160
C -4.20687 1.15530 1.44874 -1.2 0.5 0.6 0.2250
C -3.88007 2.60060 2.15345 0.5 -0.7 0.6 -1.0323
F -3.81434 1.04718 0.02520 -0.5 0.2 3.3 -0.3246
C -0.99036 0.55856 1.37753 1.0 -3.9 1.2 -0.3190
C 0.57234 0.08199 1.05475 -1.8 -1.6 1.5 -0.0066
C 1.63682 1.06655 0.28922 -1.2 0.3 -0.1 -0.6466
C 1.28976 0.98662 -1.33286 0.7 -2.1 -2.9 0.1127
N 1.93455 0.17649 -2.23849 -3.1 3.3 3.6 -0.5942
H 4.84378 -1.72272 2.33811 0.0 -0.5 -2.4 0.2250
H 5.13171 -3.12789 1.04213 -0.8 2.5 0.3 0.2425
H 5.79048 -1.38220 0.72130 -2.5 -1.0 0.7 0.2396
H 3.07660 -3.07160 3.11857 -0.6 -0.5 -1.6 0.3162
H 0.15233 -3.45642 2.60671 -1.0 2.8 -0.7 0.3601
H -3.43409 -2.45798 3.76166 1.8 -0.6 -1.4 0.3111
H -1.82284 -3.36943 4.11383 -1.5 1.1 -1.8 0.3497
H -1.84230 -4.63985 1.74056 -2.1 1.2 1.2 0.2723
H -3.29592 -5.07822 2.90241 0.9 2.0 -1.4 0.3641
H -4.13917 -2.63996 1.02769 0.2 -2.6 0.0 0.0306
H -3.38489 -4.13950 0.03202 -1.9 0.7 2.1 0.2419
H -3.67012 0.40637 3.54165 0.1 -0.8 -2.4 0.3133
H -4.39106 -0.91659 2.39076 2.0 1.7 0.0 0.2814
H -5.39494 1.03996 1.47199 2.7 0.1 -0.4 0.2831
H -2.86212 2.45652 2.75849 -2.0 0.7 -1.5 0.2865
H -4.70754 2.75316 3.00034 1.7 -0.2 -2.0 0.3195
H -3.84102 3.51230 1.40850 -0.1 -2.0 1.6 0.2980
H -1.26458 1.65657 1.04576 0.2 -2.7 0.8 0.2678
H 1.38541 2.18774 0.60559 0.5 -2.4 -0.7 0.2947
H 2.76468 0.86278 0.53826 -2.4 0.0 -0.5 0.2842
H 0.38098 1.66041 -1.70569 2.1 -1.4 1.1 0.3356
H 1.45696 0.34398 -3.17422 0.6 0.1 1.3 0.2955
C 2.50551 3.00508 -6.42153 -2.9 -1.8 0.7 -0.6437
C 3.61863 3.75826 -6.43860 3.0 1.9 -0.7 0.3877
C 4.00294 4.30192 -5.06582 0.1 0.4 1.7 0.4642
O 5.02558 4.95552 -4.83663 -0.6 -0.5 -0.7 -0.6816
C 3.08878 4.03753 -3.92359 2.2 1.4 -0.2 -0.6538
C 1.96790 3.29479 -3.90936 -2.1 -1.4 -0.2 0.4750
C 1.64232 2.66285 -5.26007 0.8 -0.1 -2.2 0.5767
O 0.70298 1.88573 -5.45712 0.0 0.2 0.9 -0.7221
O 1.18781 3.06948 -2.93346 0.4 0.5 -0.4 -0.7395
O 4.35421 4.04805 -7.43162 -0.9 -0.4 1.0 -0.7675
H 2.15843 2.56521 -7.34985 0.0 0.0 0.0 0.3712
H 3.40567 4.51998 -3.00614 0.0 0.0 0.1 0.3957
```
Forces are in eV/Å.

=====

Entry 4:
ORCA calculation (the ωB97M-V functional and the def2-TZVPD basis) on 3 unconnected molecules or ions with the total composition C5H10N2.

Properties
Molar mass (g mol⁻¹): 98.149
Highest occupied orbital energy (eV): -9.29
Relative energy (zero: lowest compared OMol25 entry of this formula, charge and spin) (kcal/mol): 75.6
LUMO level (eV): 1.031
Structure (SMILES): C#CC.N#N.CC

```
17
Properties=species:S:1:pos:R:3:forces:R:3:mulliken_charge:R:1
C -0.86485 0.59896 -0.55101 -2.4 -0.9 1.0 -0.1724
C -1.66138 -0.20931 -0.09632 0.3 2.9 -1.5 0.1094
C -2.95820 -0.77155 0.25836 0.0 -0.7 0.3 -1.1353
H -0.51354 1.53609 -0.89163 0.6 0.0 -0.1 0.4036
H -2.99071 -0.98788 1.32715 -0.1 0.0 0.0 0.2876
H -3.76763 -0.08556 0.00655 0.2 0.0 0.0 0.3211
H -3.11680 -1.71278 -0.26940 -0.1 0.0 0.0 0.2873
N -0.51950 -1.99687 0.61719 4.5 -1.2 -0.7 0.0832
N 0.56983 -2.05938 0.34133 -4.2 -1.1 1.7 -0.2953
C 1.74434 0.29753 -0.68764 0.9 -2.5 1.1 -0.6279
C 2.11697 1.20921 0.47242 0.0 -0.1 -0.1 -0.8313
H 1.16325 -0.69407 -0.27736 0.6 3.6 -1.8 -0.0059
H 2.61432 -0.30414 -0.97113 0.6 0.3 0.0 0.3627
H 1.53107 0.86295 -1.59196 -0.8 -0.4 0.1 0.3394
H 1.29541 1.86745 0.74698 -0.1 0.1 0.1 0.2725
H 2.97497 1.82881 0.21592 0.0 0.1 0.0 0.3234
H 2.38245 0.62053 1.35053 0.0 0.0 0.1 0.2780
```
Forces are in eV/Å.

=====

Entry 5:
ORCA calculation (the ωB97M-V functional and the def2-TZVPD basis) on 2 unconnected molecules or ions with the total composition C10H6Cl3F9N.

Properties
Molar mass (g mol⁻¹): 417.506
2S+1: 2
⟨S²⟩: 0.75
Highest occupied orbital energy (spin up / spin down) (eV): -9.42 / -9.70
LUMO level (spin up / spin down) (eV): 0.580 / -1.136

```
29
Properties=species:S:1:pos:R:3:forces:R:3:mulliken_charge:R:1
C -1.94769 4.19536 3.19246 1.2 -0.2 -0.3 0.7015
C -0.88326 3.63804 2.59154 0.7 0.8 2.5 0.0734
F 0.10315 4.40672 2.11616 -0.6 -0.7 0.1 -0.2280
F -0.45361 2.41755 2.93796 -0.3 0.5 -0.7 -0.1907
Cl -3.13612 3.31719 4.02023 0.0 0.1 -0.1 -0.1259
F -2.00906 5.52863 3.25298 -0.5 -0.3 -0.4 -0.2058
C 2.09489 -2.82729 -1.95050 0.5 0.0 -0.1 -1.7232
C 0.95665 -2.47059 -0.99514 -0.4 0.7 0.1 2.0190
C -0.32838 -3.14689 -1.42864 -0.4 -0.3 0.0 -1.7473
C 1.31611 -2.90658 0.35701 0.7 -1.0 2.0 -0.3126
N 1.62980 -3.30735 1.40339 -0.5 0.6 -1.9 -0.5506
C 0.84737 -0.90530 -0.96400 1.1 0.6 -0.6 0.2966
C -0.30303 -0.12136 -0.23873 -0.1 -0.3 -0.2 0.7343
C -0.19060 1.44263 -0.42350 0.7 0.5 -0.5 0.6994
C -1.12697 2.30432 0.39536 -0.4 -0.7 -0.3 0.0869
Cl -1.43798 3.82994 -0.22846 -0.3 0.3 -0.5 -0.0811
F -2.14875 1.72332 1.02326 0.1 -0.1 -0.4 -0.2086
F 1.09997 1.86349 -0.13195 -1.3 -0.4 -0.4 -0.2734
F -0.42585 1.75885 -1.75286 0.5 -0.7 0.9 -0.3267
Cl -0.25826 -0.57573 1.46529 -0.2 0.3 -0.2 -0.1159
F -1.50091 -0.49470 -0.80879 0.6 0.3 0.4 -0.2759
F 2.02862 -0.47738 -0.39764 -0.6 -0.1 -0.4 -0.2962
F 0.84503 -0.45786 -2.26778 -0.1 -0.3 0.7 -0.3377
H 1.83393 -2.54099 -2.96963 0.0 0.0 0.1 0.3903
H 3.00863 -2.31088 -1.64883 0.0 -0.1 -0.1 0.3937
H 2.28166 -3.90624 -1.92762 -0.1 0.2 0.1 0.4481
H -0.56577 -2.86487 -2.45722 -0.1 0.1 0.1 0.3654
H -0.17944 -4.23443 -1.40150 -0.1 0.3 0.0 0.4627
H -1.15012 -2.87760 -0.76284 0.0 -0.2 -0.2 0.3283
```
Forces are in eV/Å.

=====

no.,energy (Eh)
1,-2271.5651
2,-687.9471
3,-1561.5481
4,-305.9034
5,-2718.6424